Here is a cluster of 13 separate species, C51H83N11O8 in total from the Open Molecules 2025 dataset. Energies are from ωB97M-V/def2-TZVPD.

Values from the calculation:
**Relative energy (zero: lowest compared OMol25 entry of this formula, charge and spin)**: 2.7 kcal/mol
**Strongest force on any atom**: 0.03489 Eh/bohr
**Gap between HOMO and LUMO**: 0.3458 hartree
**E_LUMO**: 0.23 eV

Structure (XYZ):
```
153
Properties=species:S:1:pos:R:3:mulliken_charge:R:1
C 1.0849 -3.2017 -5.0703 -0.3804
C 1.4138 -4.6526 -4.7246 -0.6959
C 2.2851 -4.4968 -3.4829 0.5206
O 2.9179 -3.2521 -3.5968 -0.4167
C 1.9218 -2.3417 -4.0953 0.7890
H 0.0141 -2.9945 -5.0022 0.0522
H 1.3519 -2.9377 -6.0940 0.3827
H 2.0047 -5.1194 -5.5114 0.2106
H 0.5453 -5.2730 -4.5068 0.3616
H 2.9912 -5.3325 -3.4246 0.3622
H 1.7346 -4.6048 -2.5361 -0.5364
H 2.4740 -1.5503 -4.5992 -0.0821
H 1.3474 -1.8847 -3.2831 -0.4563
C -1.3309 -3.2924 0.2360 0.5754
C -0.6619 -4.3611 -0.6197 1.3680
C -1.2411 -5.6953 -0.1103 -0.7751
O -1.9906 -5.3382 1.0606 -0.5952
C -1.5329 -4.0656 1.5256 0.1996
H -2.3437 -3.0071 -0.0559 0.3483
H -0.7784 -2.3793 0.4719 -0.7379
H 0.4291 -4.3386 -0.5576 -1.4461
H -0.8817 -4.1415 -1.6693 0.3407
H -0.4954 -6.4257 0.2025 0.2594
H -1.8956 -6.0691 -0.8982 0.3671
H -0.6239 -4.2542 2.1058 -0.2819
H -2.3620 -3.6382 2.0877 0.2710
C 4.7004 -0.0571 2.1199 -0.8259
C 5.3303 -0.2744 0.7651 0.8549
O 6.5178 -0.0464 0.5548 -0.7278
N 4.4979 -0.7400 -0.1848 0.5469
C 4.9517 -1.2651 -1.4673 -0.3508
H 4.8249 -0.9662 2.7128 0.2777
H 3.6563 0.2528 2.0826 0.0518
H 5.2335 0.7119 2.6793 0.3653
H 3.5032 -0.8400 -0.0009 -0.3005
H 4.7928 -0.5070 -2.2323 0.0171
H 4.4395 -2.1926 -1.7169 -0.1138
H 6.0188 -1.4710 -1.4120 0.4737
C -3.3224 5.3940 -5.9640 -1.2468
C -2.4346 4.4022 -5.2157 0.5738
O -2.1353 3.3267 -5.7128 -0.6022
N -2.0605 4.7905 -3.9859 -0.0719
C -1.2694 3.9511 -3.0826 -0.4570
H -2.6670 6.1700 -6.3601 0.3204
H -4.1664 5.7699 -5.3892 0.3634
H -3.7543 4.8447 -6.7987 0.3302
H -2.2773 5.7380 -3.7351 0.2935
H -0.2640 3.8482 -3.4845 0.3387
H -1.7424 2.9760 -2.9619 -0.1806
H -1.2654 4.4025 -2.0925 0.2882
C -3.1835 -2.7085 5.2397 -1.0980
C -1.7443 -2.9012 4.7245 0.7815
O -1.1920 -2.0736 4.0187 -0.5434
N -1.1827 -4.0600 5.0926 -0.1414
C 0.1921 -4.3182 4.7404 -0.5468
H -3.6140 -3.6350 5.6125 0.4728
H -3.7640 -2.2843 4.4260 0.2513
H -3.0798 -2.0037 6.0642 0.1550
H -1.7414 -4.7702 5.5241 0.1991
H 0.5761 -3.5136 4.1130 -0.2286
H 0.3669 -5.2352 4.1810 0.4349
H 0.9239 -4.2357 5.5502 0.3890
C -3.8308 2.2086 0.3470 -0.5108
C -3.6433 3.6756 -0.0031 0.5710
O -2.5964 4.2597 0.2546 -0.7280
N -4.6613 4.2725 -0.6546 -0.1776
C -4.6840 5.6390 -1.1410 -0.7935
H -4.0429 2.0880 1.4053 0.2032
H -3.0398 1.5955 -0.0775 -0.2086
H -4.6818 1.8329 -0.2362 0.5597
H -5.4337 3.6818 -0.9046 0.2567
H -3.7133 5.9468 -1.5300 0.1598
H -4.8625 6.3173 -0.3037 0.2958
H -5.4580 5.7454 -1.8927 0.3410
C -3.2544 0.9779 8.9891 -0.8476
C -1.8454 1.5600 8.8753 0.5198
O -1.3865 2.2379 9.7846 -0.6693
N -1.1213 1.3295 7.7573 -0.0025
C -1.4466 0.5292 6.5855 -1.3934
H -3.9431 1.7883 9.2208 0.2838
H -3.3347 0.2379 9.7827 0.2454
H -3.6145 0.5093 8.0706 0.2934
H -0.2246 1.7831 7.7294 0.2786
H -1.6065 -0.5147 6.8451 0.6787
H -0.5752 0.5331 5.9281 0.2009
H -2.1851 1.0007 5.9337 0.3327
C -0.0549 3.1494 4.6711 -0.7905
C -1.1332 3.2983 3.6262 0.6789
O -2.0293 2.4510 3.5851 -0.6642
N -1.1007 4.2718 2.7061 0.2729
C -0.2125 5.3877 2.5492 -1.2583
H 0.6601 3.9712 4.6649 0.4477
H 0.4389 2.1818 4.6483 0.1374
H -0.5999 3.1708 5.6185 0.1387
H -1.9147 4.2225 2.1021 0.0861
H 0.8356 5.1413 2.3615 0.4101
H -0.1906 6.0582 3.4151 0.4211
H -0.5401 5.9906 1.7049 0.2898
N 2.0228 -5.6570 1.6950 -0.4230
C 2.6028 -6.4207 0.7596 -0.6775
C 3.2488 -5.9292 -0.3653 -0.5503
C 3.3077 -4.5379 -0.5116 -0.4444
C 2.7355 -3.7282 0.4503 0.9119
C 2.0914 -4.3446 1.5191 0.2785
H 2.5486 -7.4900 0.9219 0.3464
H 3.7003 -6.5802 -1.0985 0.4444
H 3.7144 -4.1667 -1.4450 0.5988
H 2.7849 -2.6488 0.3947 -0.5191
H 1.7406 -3.6517 2.2766 -0.0143
N 3.3629 1.0195 -5.8400 -0.6263
C 3.7308 1.0028 -4.5565 -0.7323
C 2.8179 1.1116 -3.5085 0.0912
C 1.4798 1.1419 -3.8065 0.6633
C 1.0826 1.0789 -5.1326 -0.4648
C 2.0408 0.9823 -6.1180 -0.5420
H 4.7951 1.1162 -4.3911 0.4051
H 3.0972 1.1921 -2.4644 0.3224
H 0.7246 1.3432 -3.0568 0.2950
H 0.0203 1.0921 -5.3400 0.2922
H 1.7440 1.0076 -7.1575 0.3716
N 1.5872 5.0187 -0.9457 -0.5141
C 2.7673 5.2122 -1.5508 -0.5255
C 3.8317 4.3226 -1.4039 -0.5112
C 3.6540 3.1895 -0.6379 0.0535
C 2.4380 2.9562 -0.0262 -0.0537
C 1.4644 3.9360 -0.1847 -0.7693
H 2.9161 6.0969 -2.1556 0.3889
H 4.7494 4.5706 -1.9201 0.4390
H 4.4802 2.4840 -0.6337 0.3974
H 2.2646 2.0790 0.5824 0.2058
H 0.4786 3.7477 0.2337 0.9449
N 1.4721 -0.7945 0.2980 0.9202
C 1.0881 -0.7562 1.5864 -0.2738
C 0.1051 0.0959 2.0639 -1.3453
C -0.5838 0.9058 1.1650 -0.3467
C -0.2902 0.7581 -0.1877 0.0308
C 0.7070 -0.1265 -0.5518 0.4247
H 1.6246 -1.4158 2.2571 0.4824
H -0.0574 0.1499 3.1309 0.2965
H -1.4035 1.5520 1.4429 0.4775
H -0.8678 1.2524 -0.9581 -0.1498
H 0.9237 -0.2416 -1.6099 -1.0196
N -1.6974 0.0620 -3.0447 0.5711
C -2.3234 0.2297 -4.2111 -0.3984
C -2.9437 -0.7420 -4.9707 -0.8834
C -3.0595 -2.0211 -4.4269 -0.8597
C -2.5240 -2.2003 -3.1601 -0.4006
C -1.8742 -1.1603 -2.5013 0.2354
H -2.2037 1.2176 -4.6458 0.4012
H -3.4243 -0.4252 -5.8856 0.5551
H -3.5491 -2.8441 -4.9277 0.4437
H -2.6633 -3.1327 -2.6267 0.4557
H -1.4970 -1.2708 -1.4931 -0.1063
```